15 unconnected molecules or ions with the total composition C5H40NO15. Source: the OMol25 dataset; level of theory: wB97M-V/def2-TZVPD.

Output
E_tot ... -1397.63580 Ha
Frontier orbital gap ... 9.4 eV
Net charge ... +1
ΔE to the lowest compared entry with this formula, charge and spin ... 215.6 kJ/mol
Largest force on an atom ... 0.056 hartree/bohr
LUMO level ... -2.77 eV

XYZ file:
```
61
Properties=species:S:1:pos:R:3:forces:R:3
C -1.224 -1.709 -2.008 0.52 0.56 -0.19
O -1.825 -0.556 -2.567 0.27 0.24 0.64
C -0.335 -1.504 -0.748 -2.17 0.43 1.87
C 0.624 -2.617 -0.369 0.53 -0.93 -1.32
C -0.263 -3.815 -0.092 -0.35 -0.59 -0.31
C -0.368 -4.512 1.040 0.49 0.82 -0.57
N 0.305 -0.163 -0.862 -0.57 -0.69 -1.31
H -1.977 -2.443 -1.797 -0.18 -0.56 0.11
H -0.547 -2.014 -2.780 0.26 -0.76 -0.59
H -2.540 -0.195 -2.002 0.25 -0.33 -0.05
H -1.071 -1.520 0.112 0.68 0.74 -0.66
H 1.427 -2.402 0.350 -0.84 0.30 0.60
H 1.259 -2.836 -1.233 -0.16 -0.18 -0.41
H -0.901 -4.065 -0.958 0.24 0.02 0.59
H 0.363 -4.205 1.789 -0.48 -0.48 0.44
H -1.112 -5.306 1.196 0.63 0.39 -0.03
H -0.447 0.610 -0.936 1.59 -0.95 -0.54
H 0.909 0.004 -0.073 0.39 0.27 0.27
H 0.877 -0.250 -1.775 -1.10 0.73 1.25
H -0.299 2.876 -1.618 0.56 0.03 0.58
H -1.490 2.317 -2.148 -0.17 -0.81 -0.52
O -0.576 2.023 -2.012 -0.54 1.29 0.01
H -4.495 0.712 -1.169 -0.44 0.42 -0.12
H -3.297 1.327 -0.294 -0.24 -0.13 0.30
O -3.585 0.618 -0.907 0.33 -0.29 -0.31
H 1.590 2.236 -2.587 0.14 -0.48 0.29
H 3.075 2.398 -2.351 0.59 0.15 0.02
O 2.365 1.774 -2.197 -0.83 0.53 -0.45
H 4.228 -1.640 -2.340 -0.12 0.22 -0.46
H 3.226 -0.432 -2.126 0.06 0.35 -0.71
O 3.609 -1.213 -1.746 0.32 -0.74 1.17
H -4.121 -2.025 1.364 0.28 -0.07 -0.17
H -3.955 -0.891 0.358 0.13 0.22 -0.27
O -3.552 -1.717 0.643 -0.13 -0.20 0.48
H -1.808 -0.210 1.708 -0.59 -0.45 -0.12
H -0.640 -0.279 2.696 -0.75 0.51 0.24
O -1.553 0.105 2.579 0.88 -0.29 -0.09
H -0.190 4.288 0.329 -1.01 -0.68 0.25
H 0.918 4.622 -0.504 -1.23 -0.32 -1.00
O -0.019 4.291 -0.625 2.33 1.05 0.67
H -0.988 0.453 5.807 -0.30 -0.53 0.15
H -1.031 0.960 4.346 -0.45 -0.46 -0.23
O -0.759 1.174 5.233 0.67 0.97 0.17
H 1.920 1.806 -0.325 0.67 0.11 -0.51
H 2.929 1.438 0.853 0.29 -0.26 -0.61
O 2.015 1.625 0.610 -0.56 -0.12 1.11
H 1.920 0.396 -3.499 -0.05 0.19 -0.76
H 1.132 -0.675 -4.418 0.16 0.44 0.10
O 1.413 -0.418 -3.532 -0.12 -0.58 0.47
H 0.842 2.513 1.552 0.23 -0.14 -0.08
H -0.312 2.499 2.557 -0.15 -0.07 0.46
O 0.049 2.989 1.824 -0.21 0.44 -0.15
H 1.459 -0.006 2.243 -0.46 -0.13 -0.41
H 1.579 -0.289 3.652 -0.35 -0.27 0.92
O 0.934 -0.413 2.952 1.48 0.27 -0.60
H 4.759 -0.303 1.448 0.20 -0.45 -0.74
H 4.348 -0.767 -0.069 0.49 -0.48 -0.46
O 4.107 -0.316 0.735 -0.80 1.14 1.50
H -2.235 1.561 1.897 -1.24 0.39 0.09
H -3.765 2.193 1.542 0.32 -0.08 1.01
O -2.902 1.900 1.250 0.62 0.29 -1.02
```
Positions in Å, forces in eV/Å.

***

6 unconnected molecules or ions with the total composition C18H37N2O16S. Source: the OMol25 dataset; level of theory: wB97M-V/def2-TZVPD.

Output
E_tot ... -2419.30259 Ha
Frontier orbital gap ... 7.3 eV
Net charge ... +1
Largest force on an atom ... 0.027 hartree/bohr
LUMO level ... -4.55 eV

XYZ file:
```
74
Properties=species:S:1:pos:R:3:forces:R:3
O -3.970 -4.273 -2.327 -0.25 0.16 0.25
C -4.526 -4.460 -3.605 -0.02 -0.19 -0.15
C -3.732 -3.786 -4.721 -0.03 -0.04 -0.33
N -4.548 -2.730 -5.456 -0.22 -0.14 0.35
N -3.868 -1.476 -5.507 -0.22 0.46 -0.20
C -4.055 -0.710 -4.552 0.31 -0.34 0.10
S -4.152 0.228 -3.344 -0.25 0.19 -0.13
H -3.060 -3.958 -2.378 -0.19 0.09 -0.39
H -5.551 -4.069 -3.573 -0.04 -0.05 -0.01
H -4.615 -5.523 -3.835 -0.04 -0.04 0.10
H -3.362 -4.492 -5.460 -0.20 0.00 -0.16
H -2.860 -3.255 -4.328 -0.83 -0.23 -0.46
H -5.445 -2.616 -4.972 -0.05 -0.11 -0.07
H -4.763 -3.008 -6.414 0.15 0.07 -0.03
C -0.833 -5.135 -1.878 -0.02 -0.21 0.04
O -0.303 -3.816 -1.691 -0.18 0.25 -0.32
C -0.754 -2.891 -2.521 0.96 0.49 0.89
O -1.578 -3.060 -3.401 0.97 0.14 0.74
O -0.170 -1.738 -2.216 -0.24 -0.55 -0.49
C -0.551 -0.628 -3.041 0.12 0.03 -0.11
H -0.357 -5.748 -1.122 0.00 0.01 0.00
H -1.913 -5.137 -1.732 0.20 -0.20 0.11
H -0.590 -5.506 -2.871 0.02 0.01 -0.02
H -1.624 -0.510 -2.970 -0.09 0.22 0.01
H -0.272 -0.803 -4.079 0.05 -0.07 0.02
H -0.021 0.236 -2.655 -0.04 -0.04 0.12
C -8.281 -8.525 -4.088 -0.03 -0.04 0.02
O -8.020 -8.773 -5.476 -0.02 -0.02 0.01
C -7.231 -7.895 -6.071 0.02 0.08 0.11
O -6.729 -6.925 -5.546 0.08 0.07 -0.08
O -7.083 -8.255 -7.340 -0.01 -0.02 -0.02
C -6.251 -7.405 -8.130 0.01 -0.01 -0.04
H -8.933 -9.330 -3.769 0.00 -0.01 -0.01
H -7.355 -8.544 -3.517 0.01 0.03 -0.01
H -8.778 -7.566 -3.960 0.03 0.02 -0.01
H -5.240 -7.377 -7.729 -0.01 0.02 0.02
H -6.666 -6.398 -8.174 0.01 0.00 0.03
H -6.244 -7.844 -9.122 -0.01 -0.01 0.00
C 1.205 -1.058 0.641 -0.04 -0.11 0.04
O 1.226 0.307 0.207 -0.05 -0.05 -0.07
C 1.923 1.131 0.997 0.03 0.05 0.07
O 2.503 0.808 2.001 -0.04 -0.01 -0.05
O 1.859 2.354 0.481 0.02 -0.05 0.01
C 2.574 3.348 1.234 0.02 0.15 0.10
H 0.610 -1.581 -0.097 0.04 -0.01 0.06
H 2.210 -1.474 0.669 0.03 0.07 0.04
H 0.748 -1.148 1.625 0.06 0.07 0.03
H 3.633 3.103 1.277 -0.01 -0.04 0.02
H 2.177 3.430 2.243 0.04 -0.04 0.02
H 2.431 4.283 0.703 -0.03 -0.03 -0.06
C 2.822 1.838 5.667 0.02 -0.06 0.04
O 3.364 2.885 6.485 -0.01 0.01 -0.02
C 3.348 4.087 5.914 -0.01 -0.11 -0.07
O 2.925 4.328 4.811 -0.01 0.08 -0.04
O 3.875 4.966 6.759 0.00 0.00 0.02
C 3.925 6.311 6.269 0.04 0.16 0.04
H 2.906 0.934 6.263 0.01 0.01 0.01
H 1.778 2.039 5.434 0.01 0.02 -0.02
H 3.386 1.734 4.743 -0.02 0.03 -0.02
H 2.922 6.679 6.058 -0.01 -0.05 -0.05
H 4.538 6.371 5.373 -0.03 -0.03 -0.03
H 4.375 6.904 7.059 0.03 -0.06 0.03
C 7.773 9.590 4.437 -0.04 -0.01 -0.06
O 6.973 9.157 5.545 0.02 0.00 0.01
C 7.581 9.259 6.728 0.02 0.00 -0.01
O 8.697 9.667 6.914 -0.04 -0.01 -0.01
O 6.738 8.830 7.667 -0.02 -0.02 0.01
C 7.263 8.882 9.000 -0.06 -0.03 0.05
H 7.152 9.449 3.558 -0.02 -0.01 0.01
H 8.040 10.639 4.545 0.03 -0.01 0.03
H 8.677 8.989 4.360 0.02 0.02 0.03
H 7.509 9.906 9.274 0.04 0.00 -0.03
H 8.147 8.254 9.088 0.03 0.03 -0.02
H 6.471 8.504 9.638 -0.01 0.00 -0.01
```
Positions in Å, forces in eV/Å.

***

C5H10O in the gas phase. Source: the OMol25 dataset; level of theory: wB97M-V/def2-TZVPD.

Output
E_tot ... -271.69065 Ha
Frontier orbital gap ... 10.4 eV
ΔE to the lowest compared entry with this formula, charge and spin ... 162.7 kJ/mol
Largest force on an atom ... 0.034 hartree/bohr
LUMO level ... 1.01 eV
Structure (SMILES) ... C=CCCCO

XYZ file:
```
16
Properties=species:S:1:pos:R:3:forces:R:3
C -1.499 0.289 -1.492 -1.27 0.97 -0.19
C -1.587 0.614 -0.206 1.06 -0.64 1.09
C -0.409 0.961 0.715 -0.85 -0.25 -1.52
C 0.265 -0.384 1.097 0.45 1.05 0.65
C 1.204 -0.811 0.006 1.17 -1.06 0.15
O 2.312 0.105 -0.229 -0.93 -0.41 0.19
H -2.335 -0.262 -1.914 0.03 0.29 -0.29
H -0.850 0.824 -2.185 0.59 -0.78 0.25
H -2.468 0.369 0.390 -0.01 -0.45 -0.35
H -0.831 1.555 1.522 0.59 -0.02 0.33
H 0.361 1.480 0.136 -0.19 0.48 0.37
H 0.893 -0.248 1.994 -0.28 0.09 -0.19
H -0.427 -1.198 1.336 -0.11 0.19 -0.22
H 0.724 -1.059 -0.937 -0.33 0.24 -0.09
H 1.688 -1.732 0.360 -0.31 -0.16 -0.07
H 2.961 -0.503 -0.593 0.37 0.46 -0.11
```
Positions in Å, forces in eV/Å.